# 1
Entry from the Open Molecules 2025 dataset: a molecular structure, C18H14Cl2GaN2O3S3 (ωB97M-V/def2-TZVPD).

Geometry as XYZ:
```
43
Properties=species:S:1:pos:R:3:forces:R:3
Ga 8.861738 9.578255 6.812961 -0.45 -0.29 1.41
Cl 9.479114 5.586937 9.776144 0.07 0.11 0.08
C 10.608215 6.378506 8.765774 0.86 1.21 -1.13
C 11.962767 5.938888 8.682598 -0.01 0.38 -0.53
C 12.823950 6.465259 7.720736 -0.04 -0.66 1.09
Cl 14.461251 5.863564 7.687381 -0.27 0.14 -0.13
C 12.455493 7.523731 6.840681 -0.17 -0.01 0.21
C 13.238689 8.067554 5.792875 -0.93 -0.56 0.79
C 12.737015 9.108897 5.050827 0.71 -0.34 -0.17
C 11.497984 9.649351 5.289652 -1.35 -1.01 1.28
N 10.709584 9.110707 6.292108 0.54 0.98 -1.75
C 11.164123 8.072005 7.044763 -0.19 -0.71 0.64
C 10.228960 7.498236 8.012875 0.05 -0.04 -0.14
O 9.029067 8.052083 8.107423 -0.05 0.95 -1.20
H 12.284130 5.198775 9.429034 0.06 0.25 -0.70
H 14.167070 7.590996 5.544064 0.39 0.04 0.00
H 13.312389 9.454646 4.217324 0.15 0.36 -0.27
H 11.136664 10.424060 4.610403 -0.38 -0.07 0.63
C 6.806922 8.736679 4.440352 -0.12 -0.97 -0.40
S 6.540367 9.096975 6.183442 0.67 0.69 -0.24
C 6.089712 7.525756 6.876630 0.00 -0.97 0.42
H 5.929366 8.246187 3.977689 0.40 0.20 0.48
H 7.701769 8.106702 4.311540 -0.44 0.15 -0.03
H 6.945485 9.676912 3.941412 0.14 0.56 -0.19
H 6.738292 6.717769 6.483037 -0.35 0.47 0.40
H 5.040264 7.328062 6.613901 0.36 0.09 0.03
H 6.170214 7.601341 7.980919 0.09 -0.09 -0.73
O 10.165706 12.173776 3.580725 -1.42 -0.17 0.40
S 8.850402 12.396370 4.163147 -0.33 0.21 -1.08
O 7.622029 12.170496 3.411292 1.76 0.37 0.63
N 8.681328 11.513299 5.571610 0.38 -0.40 1.05
C 8.633827 12.279853 6.653799 0.01 -0.66 -0.58
S 8.582827 11.452161 8.169124 0.11 0.33 -0.52
C 8.738509 13.722299 6.369973 -0.54 1.10 0.93
C 8.736129 14.809607 7.285700 0.47 -0.79 0.05
C 9.129822 16.067746 6.833156 -1.24 -0.36 0.29
C 9.331694 16.269554 5.469154 0.59 0.18 0.34
C 9.258136 15.240329 4.548177 -0.42 -0.89 0.76
C 8.902661 13.963306 5.016909 0.57 0.64 -0.20
H 8.481927 14.646227 8.345755 0.31 0.01 -0.62
H 9.129735 16.899628 7.543995 0.20 -0.28 -0.38
H 9.638429 17.251048 5.134263 -0.06 0.02 -0.09
H 9.542739 15.453526 3.548129 -0.12 -0.16 -0.85
```
Positions in Å, forces in eV/Å.

**Energy relative to the best compared isomer or geometry (same formula, charge and spin)**: 0.000 eV
**Charge**: +1
**HOMO energy**: -0.3992 hartree
**Energy**: -137938.595 eV
**Kohn-Sham gap**: 6.9 eV
**Spin multiplicity**: 1

# 2
Entry from the Open Molecules 2025 dataset: 2 unconnected molecules or ions with the total composition CH5NOS2 (ωB97M-V/def2-TZVPD).

Geometry as XYZ:
```
10
Properties=species:S:1:pos:R:3:forces:R:3
N 0.716023 0.390792 -1.391420 -0.18 0.11 -0.11
C 1.037518 -0.818089 -0.878709 -0.06 0.26 -0.11
O 0.291506 -1.474466 -0.186660 0.07 -0.14 0.12
H -0.223416 0.738800 -1.258767 0.07 -0.06 0.10
H 1.301911 0.858377 -2.059163 0.11 -0.06 0.06
H 2.060768 -1.134774 -1.128570 0.03 -0.09 -0.04
S -0.591598 0.278805 2.637132 -0.18 0.29 -0.29
S -1.934300 1.218550 1.358932 0.14 -0.14 0.26
H 0.143172 -0.258779 1.652420 0.04 -0.19 0.09
H -2.801583 0.200786 1.254801 -0.04 0.02 -0.06
```
Positions in Å, forces in eV/Å.

**Energy relative to the best compared isomer or geometry (same formula, charge and spin)**: 0.000 eV
**Charge**: 0
**HOMO energy**: -0.3469 hartree
**Energy**: -26326.401 eV
**Kohn-Sham gap**: 9.9 eV
**SMILES**: NC=O.SS
**Spin multiplicity**: 1

# 3
Entry from the Open Molecules 2025 dataset: C3H10N2S2 in the gas phase (ωB97M-V/def2-TZVPD).

Geometry as XYZ:
```
17
Properties=species:S:1:pos:R:3:forces:R:3
N 2.228151 0.046886 0.200758 -0.18 -1.23 1.05
C 1.129723 -0.095459 -0.739634 0.83 -0.22 -0.73
C -0.151213 0.080337 0.043605 -1.32 0.49 0.60
N -0.238329 1.384861 0.913398 -0.74 -2.28 -2.68
C -1.408217 0.054058 -0.905339 1.54 -4.15 2.07
S -2.990840 -0.290104 -0.070401 -1.89 1.27 -0.56
S -2.631200 -1.603065 1.511037 0.38 0.33 -0.87
H 2.297659 -0.830156 0.750575 0.30 0.93 -0.41
H 3.108286 0.245560 -0.231673 0.36 -0.13 -0.22
H 1.083945 -1.093627 -1.234757 0.03 0.39 0.28
H 1.369673 0.589575 -1.561878 -0.74 0.34 0.14
H -0.062865 -0.894142 0.739315 -0.80 2.30 -1.22
H 0.348723 2.029953 0.406418 -0.07 0.59 -0.41
H 0.389096 1.108355 1.592206 1.53 -0.25 2.50
H -1.353582 -0.926105 -1.416087 0.65 0.77 -0.65
H -1.425192 0.862374 -1.584167 -0.46 1.00 -0.47
H -1.693817 -0.669308 1.586616 0.58 -0.16 1.58
```
Positions in Å, forces in eV/Å.

**Energy relative to the best compared isomer or geometry (same formula, charge and spin)**: 1.754 eV
**Charge**: 0
**HOMO energy**: -0.2946 hartree
**Energy**: -27922.191 eV
**Kohn-Sham gap**: 8.5 eV
**SMILES**: NC[C@@H](N)CSS
**Spin multiplicity**: 1